This record from the OMol25 dataset describes a cluster of 2 separate species, C9H17BrFNO2Si in total in a non-equilibrium geometry. The level of theory is ωB97M-V with the def2-TZVPD basis set.

**Gap between HOMO and LUMO**: 8.9 eV
**HOMO energy**: -8.30 eV
**SMILES**: C=CC[Si@](F)(Br)CNC.O=C1CCCO1
**Strongest force on any atom**: 1.77 eV Å⁻¹
**LUMO energy**: 0.6 eV
**Total energy**: -95832.5677 eV

Structure (ORCA input):
```
! RIJCOSX wB97M-V def2-TZVPD def2/J DEFGRID3
* xyz 0 1
C -0.6751 1.7313 3.2770
C -0.9625 0.9515 2.2021
C -0.2858 -0.3640 1.9751
Si 1.4766 -0.1473 1.3887
F 2.1780 1.0793 2.1362
Br 1.4347 0.2687 -0.7936
C 2.4623 -1.6984 1.7187
N 2.6526 -1.9483 3.1587
C 1.8050 -2.9889 3.7315
H -0.7528 1.3210 4.2835
H -0.3630 2.7675 3.1877
H -1.7476 1.2411 1.5033
H -0.7833 -1.0008 1.2377
H -0.1926 -0.9099 2.9284
H 3.4390 -1.5614 1.2421
H 1.9432 -2.5244 1.2302
H 2.5555 -1.0865 3.6794
H 0.8434 -2.6329 4.1211
H 2.3263 -3.4532 4.5717
H 1.6175 -3.7730 2.9999
O -2.3755 -1.1134 -3.2759
C -2.1059 -0.0299 -3.6997
O -3.0561 0.8997 -3.9751
C -2.4593 2.0652 -4.5650
C -0.9984 2.0284 -4.1323
C -0.7371 0.5275 -4.0437
H -2.5718 1.9991 -5.6496
H -2.9925 2.9439 -4.2101
H -0.3373 2.5596 -4.8138
H -0.8947 2.4773 -3.1432
H -0.4214 0.1063 -4.9996
H -0.0211 0.2648 -3.2714
*
```

=====

This record from the OMol25 dataset describes a structure of composition C9H17CaN3O5Se. The level of theory is ωB97M-V with the def2-TZVPD basis set.

**Gap between HOMO and LUMO**: 8.4 eV
**HOMO energy**: -8.15 eV
**Energy relative to the best compared isomer or geometry (same formula, charge and spin)**: 0.00 kJ/mol
**Strongest force on any atom**: 0.53 eV Å⁻¹
**LUMO energy**: 0.3 eV
**Total energy**: -108106.3852 eV

Structure (ORCA input):
```
! RIJCOSX wB97M-V def2-TZVPD def2/J DEFGRID3
* xyz 0 1
Ca -0.1568 -0.4866 0.3089
O 2.7997 -3.4576 0.2797
C 1.9276 -2.6374 -0.2603
O 2.0335 -1.4245 -0.2534
C 0.7310 -3.3522 -0.8652
O -0.1881 -2.3468 -1.2308
C -1.5718 -2.7564 -1.3490
C -2.3400 -1.4147 -1.4045
O -2.7827 -1.0267 -2.4765
O -2.3334 -0.7690 -0.2945
H 3.3632 -2.9278 0.8894
H 0.3116 -4.0250 -0.1123
H 1.0548 -3.9455 -1.7265
H -1.8495 -3.3236 -0.4570
H -1.7200 -3.3430 -2.2552
N 0.3128 1.3389 2.0130
C 0.7225 2.6496 1.4710
C -0.4675 3.4415 0.9479
C -1.2391 2.7993 -0.2080
C -0.3923 2.5438 -1.4637
N -0.1971 1.0995 -1.7010
H -0.4459 1.4609 2.6776
H 1.0805 0.9217 2.5367
H 1.4369 2.4566 0.6654
H 1.2451 3.2442 2.2255
H -0.0980 4.4230 0.6384
H -1.1607 3.6224 1.7761
H -2.0845 3.4393 -0.4608
H -1.6944 1.8582 0.1162
H 0.6012 2.9818 -1.3477
H -0.8547 3.0258 -2.3287
H 0.5296 0.9548 -2.3931
H -1.0517 0.6957 -2.0885
Se 2.9720 -1.7558 3.2873
C 1.2812 -1.9333 2.6659
N 0.2247 -2.0308 2.1777
*
```

=====

This record from the OMol25 dataset describes a structure of composition C9H17ClCuNO10S in a non-equilibrium geometry. The level of theory is ωB97M-V with the def2-TZVPD basis set.

**Gap between HOMO and LUMO**: 4.7 eV
**HOMO energy**: 0.59 eV
**Energy relative to the best compared isomer or geometry (same formula, charge and spin)**: 1384.58 kJ/mol
**Strongest force on any atom**: 17.61 eV Å⁻¹
**LUMO energy**: 5.3 eV
**Total energy**: -99552.1513 eV

Structure (ORCA input):
```
! RIJCOSX wB97M-V def2-TZVPD def2/J DEFGRID3
* xyz -2 1
Cu 0.1796 -0.3532 -0.7059
Cl 1.0154 -0.7794 1.2419
O -1.3702 -0.1786 -1.8081
C -0.7062 -1.0395 -2.7541
C 0.1633 -2.2754 -2.1018
O 1.0414 -2.2216 -0.9925
H 0.1520 -0.4808 -3.1273
H -1.2690 -1.3920 -3.6185
H 0.7344 -2.5531 -2.9877
H -0.4369 -3.1831 -2.0397
C 3.1299 -0.5131 -2.0925
N 2.7583 0.3710 -0.9743
O 3.6153 0.7124 -0.1769
O 1.5439 0.6322 -0.8557
H 2.9642 -0.1188 -3.0951
H 2.4198 -1.3383 -2.0391
H 4.1241 -0.9132 -1.8933
O -0.8054 1.1257 -0.6485
C -0.2965 1.6731 0.3460
O 0.7485 2.5009 0.1567
C 1.1840 2.9765 1.3955
C -0.0274 2.8010 2.3288
C -0.7111 1.6056 1.8753
H 1.6475 3.9441 1.2030
H 1.9694 2.2555 1.6224
H -0.7679 3.5829 2.1604
H 0.2256 2.8488 3.3879
H -1.7792 1.6779 2.0808
H -0.3441 0.7124 2.3808
C -1.6081 -0.2205 0.3996
C -1.6746 -1.7373 0.1291
O -2.0436 -2.3532 1.3692
S -2.4832 -1.3165 2.4813
O -1.3675 -0.9757 3.3693
O -3.7375 -1.7305 3.1526
O -2.5669 -0.0718 1.3405
H -1.8808 0.3821 -0.4667
H -0.6626 0.1363 0.8081
H -0.7146 -2.1366 -0.1984
H -2.3632 -2.0561 -0.6533
*
```

=====

This record from the OMol25 dataset describes a structure of composition C9H17ClErI2N2OP in a non-equilibrium geometry. The level of theory is ωB97M-V with the def2-TZVPD basis set.

**Gap between HOMO and LUMO (spin up / spin down)**: 5.1 / 5.1 eV
**HOMO energy (spin up / spin down)**: -15.26 / -15.27 eV
**Expectation value of S²**: 3.753
**Strongest force on any atom**: 3.97 eV Å⁻¹
**LUMO energy (spin up / spin down)**: -10.2 / -10.2 eV
**Total energy**: -80256.6961 eV

Structure (ORCA input):
```
! RIJCOSX wB97M-V def2-TZVPD def2/J DEFGRID3
* xyz 2 4
I 1.9552 -3.9085 -1.4216
I -0.7310 -3.8841 -0.6846
Er 0.7314 -1.4600 0.1686
P -0.0082 0.5456 -2.3157
C -1.6153 0.7642 -3.2164
C 0.8623 2.1031 -2.6898
H 1.8979 -0.7860 -2.9313
H 0.9052 -0.3358 -4.3343
H 0.3544 -1.6596 -3.2909
C 0.8663 -0.6871 -3.2992
H 1.8762 2.0270 -2.2687
H 0.9350 2.2483 -3.7786
H -1.4264 1.0217 -4.2871
H -2.2016 1.5968 -2.7601
H 0.3108 2.9520 -2.2536
H -2.1898 -0.1894 -3.1902
C -2.2035 -0.1989 -0.1082
O -3.3312 -0.0318 -0.2690
Cl 2.8764 -0.0603 0.0059
C 2.4018 -1.3119 5.1161
C 1.1996 -0.9267 4.3532
C -0.0981 -0.5988 4.6749
C -0.7914 -0.2600 3.5119
N 0.0615 -0.4113 2.4206
N 1.2360 -0.8281 2.9947
C -2.1906 0.1864 3.4013
H 2.7113 -0.5602 5.8462
H 2.2920 -2.2487 5.6686
H 3.2935 -1.4605 4.5010
H -0.4184 -0.6381 5.6874
H 2.0937 -0.8833 2.4292
H -2.9264 -0.5910 3.6587
H -2.4310 1.0698 4.0121
H -2.3082 0.4612 2.3511
*
```

=====

This record from the OMol25 dataset describes a structure of composition C9H17ClI2N2OPSeYb in a non-equilibrium geometry. The level of theory is ωB97M-V with the def2-TZVPD basis set.

**Gap between HOMO and LUMO (spin up / spin down)**: 6.0 / 6.0 eV
**HOMO energy (spin up / spin down)**: -15.09 / -15.10 eV
**Expectation value of S²**: 0.751
**Strongest force on any atom**: 3.94 eV Å⁻¹
**LUMO energy (spin up / spin down)**: -9.1 / -9.1 eV
**Total energy**: -149511.7503 eV

Structure (ORCA input):
```
! RIJCOSX wB97M-V def2-TZVPD def2/J DEFGRID3
* xyz 2 2
I 0.0464 3.6670 -2.8502
I 2.0147 3.4663 -0.9333
Yb -0.4450 1.4037 -0.5181
P 1.4593 -0.7156 -2.3491
C 3.2083 -1.3213 -2.6175
C 0.6466 -2.2038 -3.1032
H 0.2883 0.5999 -3.9935
H 1.7260 -0.1954 -4.7290
H 1.9923 1.2453 -3.7017
C 1.3567 0.3579 -3.8541
H -0.4192 -1.9488 -3.2258
H 1.0779 -2.4322 -4.0920
H 3.3651 -1.6941 -3.6521
H 3.3973 -2.1660 -1.9235
H 0.8237 -3.0650 -2.4366
H 3.9091 -0.4812 -2.4461
C 2.5339 -0.1097 0.3444
O 3.4796 -0.2645 0.9791
Cl -2.0921 0.3784 -1.9563
C 0.4260 -0.6718 3.5730
N -0.9463 -0.2744 3.2845
C -2.0755 -0.8611 3.8454
C -3.1491 -0.1892 3.3695
N -2.6674 0.7904 2.5015
C -3.4846 1.7826 1.8032
C -1.3100 0.8468 2.6092
Se -0.1954 2.1768 2.0603
H 0.5985 -0.5241 4.6435
H 1.1655 -0.0957 3.0039
H 0.5391 -1.7334 3.3168
H -1.9791 -1.6409 4.5770
H -4.1959 -0.2518 3.6028
H -4.2071 1.2670 1.1520
H -3.9997 2.4022 2.5494
H -2.8878 2.4558 1.1667
*
```

=====

This record from the OMol25 dataset describes a structure of composition C9H17Li3O9P in a non-equilibrium geometry. The level of theory is ωB97M-V with the def2-TZVPD basis set.

**Gap between HOMO and LUMO (spin up / spin down)**: 9.6 / 6.8 eV
**HOMO energy (spin up / spin down)**: -9.58 / -9.58 eV
**Expectation value of S²**: 0.759
**Strongest force on any atom**: 4.16 eV Å⁻¹
**LUMO energy (spin up / spin down)**: 0.0 / -2.7 eV
**Total energy**: -37946.8872 eV

Structure (ORCA input):
```
! RIJCOSX wB97M-V def2-TZVPD def2/J DEFGRID3
* xyz 0 2
Li -0.6588 0.8030 1.0358
Li -2.9012 2.0169 0.0274
Li -0.7158 3.6417 1.8853
P -2.2877 1.7743 2.4049
O -3.1158 2.0167 3.6707
O -0.7688 1.8086 2.5930
O -2.5667 3.0854 1.6857
O -2.5506 0.7246 1.3274
O 0.3844 3.0984 -2.1502
C -0.1937 2.8683 -0.9996
O 0.0730 3.6242 -0.0268
O -0.9693 1.9163 -0.8140
H 0.8830 3.7768 -1.6889
C 3.3330 -0.2255 0.9622
C 2.9240 -0.2411 2.4254
C 1.5371 -0.8305 2.2649
O 1.0314 -0.1793 1.0749
C 2.0958 0.2492 0.2358
H 3.7991 -1.1302 0.5719
H 4.0768 0.5631 0.8484
H 2.8244 0.7477 2.8731
H 3.5969 -0.9281 2.9386
H 0.9290 -0.5759 3.1330
H 1.4724 -1.9182 2.2955
H 2.0530 1.3271 0.0798
H 2.2300 -0.1845 -0.7552
C -2.2412 -1.7554 -1.8240
C -0.8507 -1.2174 -2.0550
C -0.0667 -2.2453 -2.7899
O -0.5711 -3.4451 -2.2125
C -1.9447 -3.2715 -1.8492
H -2.8835 -1.3892 -2.6249
H -2.7596 -1.5597 -0.8853
H -0.3297 -1.0241 -1.1173
H -0.8232 -0.3518 -2.7169
H 0.9937 -2.0843 -2.5959
H -0.2446 -2.2755 -3.8648
H -2.0773 -3.6049 -0.8199
H -2.7163 -3.6050 -2.5430
*
```

=====

This record from the OMol25 dataset describes the ion C9H17N2 with charge +1 in a non-equilibrium geometry. The level of theory is ωB97M-V with the def2-TZVPD basis set.

**Gap between HOMO and LUMO**: 11.3 eV
**HOMO energy**: -13.95 eV
**Energy relative to the best compared isomer or geometry (same formula, charge and spin)**: 205.54 kJ/mol
**SMILES**: CC(C)C(C)(C)c1[nH]cc[nH+]1
**Strongest force on any atom**: 3.77 eV Å⁻¹
**LUMO energy**: -2.6 eV
**Total energy**: -12581.0435 eV

Structure (ORCA input):
```
! RIJCOSX wB97M-V def2-TZVPD def2/J DEFGRID3
* xyz 1 1
C -2.3895 -1.1937 -1.8789
C -2.5538 -1.6859 -0.6367
C -0.8218 -0.3659 -0.5278
C 2.2336 -0.7991 -0.2437
C 1.1968 -0.5921 2.0357
C 0.6070 1.7741 -1.1645
C -0.5933 1.6039 1.1075
C 1.6131 0.2002 0.7555
C 0.3808 0.8746 0.1039
N -1.2475 -0.4433 -1.7894
N -1.5683 -1.2343 0.1642
H -3.1007 -1.3269 -2.6992
H -3.3774 -2.3008 -0.4093
H 3.0689 -1.2244 0.4267
H 2.5870 -0.1046 -1.0370
H 1.5665 -1.5900 -0.5382
H 1.1527 -1.6831 1.6538
H 1.9385 -0.5759 2.8667
H 0.2000 -0.1796 2.3784
H 1.4208 1.3650 -1.6957
H -0.4645 1.8859 -1.5329
H 0.9855 2.6863 -0.7493
H -1.1653 0.8372 1.7190
H -0.1400 2.3828 1.6549
H -1.3276 2.0418 0.4746
H 2.2620 1.0368 1.0746
H -0.7898 -0.1551 -2.6825
H -1.6735 -1.2339 1.1697
*
```

=====

This record from the OMol25 dataset describes the ion C9H17N2 with charge +1 in a non-equilibrium geometry. The level of theory is ωB97M-V with the def2-TZVPD basis set.

**Gap between HOMO and LUMO**: 9.4 eV
**HOMO energy**: -12.09 eV
**Energy relative to the best compared isomer or geometry (same formula, charge and spin)**: 402.10 kJ/mol
**Strongest force on any atom**: 5.38 eV Å⁻¹
**LUMO energy**: -2.7 eV
**Total energy**: -12579.0063 eV

Structure (ORCA input):
```
! RIJCOSX wB97M-V def2-TZVPD def2/J DEFGRID3
* xyz 1 1
C 3.0772 0.8885 0.1099
C 2.4622 -0.0278 -0.5866
C -1.1131 1.5760 0.4799
C -0.4126 1.3641 -0.8712
C 0.6254 -0.1616 1.1679
C -0.8837 0.1481 0.9935
C -0.3934 -0.1250 -1.0723
C 1.2907 -0.6982 -0.0321
C -2.7970 -0.5851 -0.2530
N -1.3672 -0.7190 -0.0394
N 1.1850 -2.0966 -0.3046
H 4.0738 1.0634 -0.0564
H 2.6732 1.4097 1.0216
H 2.8580 -0.6381 -1.3645
H -0.7791 2.3770 1.0367
H -2.2007 1.7670 0.2551
H -0.8134 1.9136 -1.7467
H 0.5700 1.6653 -0.7071
H 1.0555 0.7548 1.7147
H 0.5222 -0.9512 2.0522
H -1.4340 0.0743 1.9434
H -0.4942 -0.4302 -2.0930
H -3.1406 0.2072 -0.9388
H -3.3205 -1.4375 -0.7810
H -3.1678 -0.5577 0.7058
H -1.0595 -1.6585 0.0607
H 1.2786 -2.8077 0.3970
H 1.7049 -2.3149 -1.0916
*
```